Entry 1:
Below is C13H20F3N2O2PV as an isolated structure at a distorted geometry, with properties calculated with ωB97M-V/def2-TZVPD.

Each line ends with the Löwdin charge.
Element x y z (Å)
C (-0.909, 2.383, -0.864)  -0.072
C (-0.384, 1.298, -1.754)  -0.165
N (-0.018, 0.170, -1.124)  0.026
C (0.115, -1.010, -1.826)  -0.250
C (0.247, -0.905, -3.235)  0.138
C (0.027, 0.289, -3.883)  0.083
C (-0.350, 1.408, -3.141)  0.150
C (0.019, -2.193, -1.075)  0.015
P (0.102, -2.220, 0.702)  0.879
H (-0.586, 2.373, -3.591)  0.173
H (0.509, -1.816, -3.769)  0.167
H (0.148, 0.360, -4.966)  0.166
C (0.968, 3.072, 0.449)  -0.037
C (-1.170, 2.821, 1.537)  -0.034
H (0.026, -3.127, -1.646)  0.150
H (-2.007, 2.317, -0.751)  0.161
H (-0.682, 3.385, -1.269)  0.160
C (1.498, -3.296, 1.154)  -0.158
C (-1.297, -3.333, 1.155)  -0.154
H (1.556, -3.326, 2.248)  0.096
H (1.304, -4.305, 0.772)  0.086
H (2.427, -2.893, 0.737)  0.067
H (-1.582, -3.156, 2.199)  0.088
H (-2.183, -3.170, 0.529)  0.072
H (-0.982, -4.380, 1.039)  0.087
H (-1.331, 3.887, 1.340)  0.128
H (-2.128, 2.290, 1.512)  0.107
H (-0.711, 2.697, 2.522)  0.108
H (0.677, 4.089, 0.143)  0.124
H (1.444, 3.091, 1.434)  0.112
H (1.658, 2.651, -0.295)  0.114
C (-0.157, -0.071, 2.713)  -0.064
O (-0.421, -0.241, 3.845)  0.276
V (0.267, 0.170, 0.924)  0.788
O (-2.420, -0.446, 0.379)  -0.044
H (-1.875, -1.173, -0.081)  0.014
H (-2.777, 0.058, -0.388)  0.094
N (-0.272, 2.273, 0.502)  -0.342
F (2.723, -0.832, 2.433)  0.053
C (2.402, 0.024, 1.381)  -0.483
F (3.137, -0.438, 0.286)  0.049
F (2.990, 1.225, 1.724)  0.074

Values from the calculation:
Maximum force (Eh/bohr): 0.2322
HOMO level (spin up / spin down) (eV): -20.52 / -20.83
ΔE to the lowest compared entry with this formula, charge and spin (kJ/mol): 118.5
2S+1: 3
LUMO (spin up / spin down) (eV): -14.75 / -14.74
Net charge: +3
Orbital gap (spin up / spin down) (eV): 5.77 / 6.10

---

Entry 2:
Below is a 3-piece molecular cluster, C13H20INO7S overall at a distorted geometry, with properties calculated with ωB97M-V/def2-TZVPD.

Each line ends with the Löwdin charge.
Element x y z (Å)
O (2.772, -1.924, -1.182)  0.166
C (2.042, -1.837, -2.100)  -0.469
O (1.399, -0.721, -2.615)  0.106
C (0.128, -1.212, -3.036)  -0.365
O (-0.886, -0.654, -3.013)  0.213
C (0.435, -2.683, -3.453)  -0.224
N (-0.538, -3.397, -4.300)  0.105
C (-1.459, -3.778, -3.550)  -0.691
S (-2.635, -4.087, -2.492)  0.760
C (1.597, -3.101, -2.900)  -0.540
I (2.490, -5.011, -3.074)  0.918
C (-0.896, -1.267, 0.440)  -0.099
O (-1.371, -2.479, 1.005)  -0.197
C (-1.084, -2.594, 2.394)  -0.197
C (-2.303, -2.276, 3.242)  -0.202
O (-2.673, -0.908, 3.126)  -0.189
C (-3.773, -0.712, 2.251)  -0.110
H (-1.366, -1.151, -0.537)  0.080
H (-1.142, -0.401, 1.059)  0.095
H (0.188, -1.334, 0.297)  0.078
H (-0.238, -1.957, 2.671)  0.129
H (-0.792, -3.634, 2.574)  0.124
H (-2.055, -2.452, 4.294)  0.124
H (-3.141, -2.931, 2.981)  0.125
H (-4.700, -1.026, 2.741)  0.088
H (-3.650, -1.259, 1.313)  0.082
H (-3.839, 0.352, 2.025)  0.090
C (1.042, 1.655, -0.602)  -0.110
O (0.618, 2.527, 0.436)  -0.187
C (1.676, 2.881, 1.318)  -0.200
C (2.215, 4.268, 1.013)  -0.203
O (2.858, 4.308, -0.256)  -0.192
C (2.039, 4.880, -1.264)  -0.113
H (0.259, 1.628, -1.361)  0.089
H (1.970, 1.995, -1.068)  0.091
H (1.175, 0.644, -0.207)  0.067
H (2.476, 2.134, 1.285)  0.128
H (1.259, 2.881, 2.331)  0.125
H (2.970, 4.524, 1.762)  0.124
H (1.418, 5.016, 1.070)  0.125
H (1.997, 5.967, -1.138)  0.087
H (1.027, 4.469, -1.249)  0.083
H (2.490, 4.657, -2.231)  0.089

Values from the calculation:
Maximum force (Eh/bohr): 0.0750
HOMO level (eV): -9.11
ΔE to the lowest compared entry with this formula, charge and spin (kJ/mol): 0.0
LUMO (eV): -0.92
SMILES: O=C1OC(=O)C(N=C=S)=C1I.COCCOC.COCCOC
Orbital gap (eV): 8.19

---

Entry 3:
Below is a 2-piece molecular cluster, C13H20N overall at a distorted geometry, with properties calculated with ωB97M-V/def2-TZVPD.

Each line ends with the Löwdin charge.
Element x y z (Å)
C (-2.504, -2.529, -0.501)  -0.111
C (-2.274, -2.037, 0.716)  -0.125
C (-2.381, -1.715, -1.713)  -0.044
C (-1.953, -0.639, 0.870)  -0.181
C (-1.922, -0.408, -1.614)  -0.010
C (-1.589, 0.205, -0.314)  -0.246
C (2.210, -0.957, 1.424)  -0.011
C (2.676, -1.034, -0.043)  -0.186
C (1.994, 0.105, 0.573)  -0.163
C (4.059, -1.197, -0.550)  -0.030
C (-1.315, 2.200, 1.072)  -0.076
C (-0.654, 2.480, -1.340)  -0.033
C (-1.082, 1.413, -0.233)  -0.309
N (1.761, 1.402, 0.705)  0.269
H (-2.725, -3.659, -0.537)  0.133
H (-2.488, -2.638, 1.680)  0.144
H (-2.823, -2.070, -2.639)  0.103
H (-2.816, -0.036, 1.258)  0.148
H (-1.934, 0.194, -2.453)  0.075
H (1.569, -1.753, 1.726)  0.127
H (2.939, -0.956, 2.315)  0.178
H (1.940, -1.623, -0.609)  0.167
H (4.713, -0.343, -0.359)  0.094
H (3.980, -1.215, -1.649)  0.101
H (4.610, -2.033, -0.181)  0.088
H (-0.699, 3.098, 1.124)  0.066
H (-2.388, 2.396, 1.181)  0.098
H (-1.009, 1.437, 1.925)  0.091
H (-0.715, 2.221, -2.379)  0.061
H (-1.519, 3.212, -1.267)  0.116
H (0.239, 2.939, -1.259)  0.005
H (-1.184, -0.373, 1.697)  0.122
H (1.720, 2.004, -0.201)  0.178
H (1.565, 1.912, 1.577)  0.159

Values from the calculation:
Maximum force (Eh/bohr): 0.1184
HOMO level (eV): -10.45
ΔE to the lowest compared entry with this formula, charge and spin (kJ/mol): 540.8
LUMO (eV): -4.73
Net charge: +1
Orbital gap (eV): 5.72

---

Entry 4:
Below is C13H21As2Cl3N6O2Ru as an isolated structure, with properties calculated with ωB97M-V/def2-TZVPD.

Each line ends with the Löwdin charge.
Element x y z (Å)
Ru (-0.281, 0.000, 0.149)  1.137
C (0.111, 1.050, 4.000)  -0.235
As (0.111, -0.475, 2.817)  1.129
C (1.689, -1.494, 3.283)  -0.238
C (-1.447, -1.531, 3.216)  -0.423
C (-1.952, -1.537, 4.510)  -0.068
C (-3.080, -2.288, 4.819)  -0.012
C (-3.711, -3.032, 3.835)  -0.014
C (-3.218, -3.028, 2.536)  -0.074
C (-2.086, -2.283, 2.222)  -0.430
As (-1.404, -2.348, 0.426)  1.100
C (-2.871, -2.812, -0.743)  -0.248
C (-0.147, -3.812, 0.271)  -0.233
H (0.295, 0.690, 5.013)  0.057
H (-0.850, 1.555, 3.944)  0.044
H (0.913, 1.726, 3.710)  0.048
H (1.537, -1.920, 4.275)  0.060
H (2.549, -0.825, 3.306)  0.038
H (1.866, -2.296, 2.571)  0.020
H (-1.481, -0.957, 5.294)  0.114
H (-3.467, -2.284, 5.829)  0.134
H (-4.588, -3.617, 4.074)  0.133
H (-3.733, -3.612, 1.783)  0.109
H (-3.165, -3.838, -0.516)  0.057
H (-2.542, -2.764, -1.779)  0.040
H (-3.710, -2.140, -0.577)  0.051
H (-0.624, -4.690, 0.708)  0.063
H (0.776, -3.600, 0.806)  0.021
H (0.066, -3.995, -0.781)  0.049
N (0.051, 0.478, -2.592)  0.035
N (-0.744, 1.593, -2.907)  0.023
C (-1.464, 2.211, -1.962)  -0.351
N (-2.189, 3.263, -2.262)  0.268
N (-1.355, 1.647, -0.727)  -0.020
N (-1.987, 2.170, 0.364)  -0.400
O (-2.714, 3.111, 0.357)  0.194
O (-1.676, 1.503, 1.379)  -0.089
H (1.020, 0.693, -2.814)  0.112
H (-0.241, -0.302, -3.175)  0.117
H (-0.748, 1.941, -3.858)  0.183
H (-2.209, 3.628, -3.204)  0.161
H (-2.740, 3.732, -1.556)  0.129
Cl (5.170, 0.418, -1.474)  0.704
C (4.561, -0.048, 0.110)  -1.630
Cl (5.017, 1.107, 1.362)  0.696
Cl (5.020, -1.696, 0.538)  0.693
C (3.078, -0.030, 0.036)  -0.319
N (1.932, -0.027, -0.009)  0.066

Values from the calculation:
Maximum force (Eh/bohr): 0.0058
HOMO level (spin up / spin down) (eV): -17.21 / -17.87
ΔE to the lowest compared entry with this formula, charge and spin (kJ/mol): 0.0
2S+1: 6
LUMO (spin up / spin down) (eV): -9.42 / -11.62
Net charge: +3
Orbital gap (spin up / spin down) (eV): 7.80 / 6.24

---

Entry 5:
Below is C13H21As2ClReS4 as an isolated structure, with properties calculated with ωB97M-V/def2-TZVPD.

Each line ends with the Löwdin charge.
Element x y z (Å)
Re (1.109, -1.613, -0.007)  0.441
S (4.810, -1.625, -4.375)  0.364
As (5.313, -2.617, -2.771)  0.223
S (0.162, -2.906, -1.281)  0.411
S (3.041, -1.097, -0.611)  0.224
S (6.037, -3.719, -1.333)  0.374
C (0.544, 0.393, -3.384)  -0.144
C (0.749, 1.322, -2.196)  -0.398
As (-0.003, 0.671, -0.528)  1.161
C (-1.906, 0.383, -0.798)  -0.376
C (-2.645, 1.661, -1.185)  -0.115
C (0.287, 2.069, 0.803)  -0.370
C (0.284, 3.469, 0.192)  -0.121
H (1.044, 0.809, -4.258)  0.094
H (-0.511, 0.289, -3.639)  0.083
H (0.956, -0.603, -3.209)  0.027
H (0.250, 2.279, -2.361)  0.083
H (1.801, 1.535, -1.997)  0.074
H (-2.287, -0.042, 0.133)  0.057
H (-1.984, -0.386, -1.567)  0.068
H (-2.625, 2.402, -0.386)  0.077
H (-3.690, 1.419, -1.379)  0.099
H (-2.243, 2.111, -2.093)  0.081
H (1.240, 1.861, 1.293)  0.074
H (-0.508, 1.946, 1.537)  0.061
H (1.114, 3.618, -0.497)  0.080
H (0.398, 4.195, 0.997)  0.100
H (-0.648, 3.697, -0.325)  0.074
Cl (-3.796, -0.187, 3.542)  0.895
C (-2.336, -0.797, 2.972)  -0.624
C (-2.322, -2.037, 2.301)  -0.048
C (-1.134, -2.554, 1.871)  -0.029
C (0.102, -1.851, 2.088)  -0.447
C (1.384, -2.505, 1.878)  -0.182
C (0.041, -0.591, 2.768)  -0.030
C (-1.151, -0.074, 3.195)  -0.070
H (-3.247, -2.584, 2.177)  0.137
H (-1.108, -3.541, 1.425)  0.123
H (1.490, -3.584, 1.892)  0.104
H (2.213, -1.992, 2.363)  0.090
H (0.968, -0.082, 3.010)  0.139
H (-1.193, 0.856, 3.745)  0.135

Values from the calculation:
Maximum force (Eh/bohr): 0.0094
HOMO level (eV): -18.32
LUMO (eV): -11.56
Net charge: +3
Orbital gap (eV): 6.76

---

Entry 6:
Below is C13H21AuCl3GeIN4O3 as an isolated structure at a distorted geometry, with properties calculated with ωB97M-V/def2-TZVPD.

Each line ends with the Löwdin charge.
Element x y z (Å)
Au (-0.115, -0.137, -0.182)  0.972
C (-3.480, 2.167, 1.694)  0.046
C (-2.319, 1.943, 0.787)  -0.459
O (-1.502, 1.032, 1.051)  -0.094
N (-2.201, 2.764, -0.251)  0.122
C (-1.093, 2.787, -1.186)  -0.097
C (-1.267, 1.820, -2.335)  -0.244
C (-1.743, 2.245, -3.573)  0.026
C (-1.852, 1.323, -4.603)  0.003
C (-1.501, 0.002, -4.374)  -0.003
C (-1.065, -0.355, -3.107)  -0.113
N (-0.954, 0.544, -2.141)  -0.014
H (-3.326, 1.630, 2.625)  0.099
H (-4.398, 1.800, 1.230)  0.115
H (-3.613, 3.224, 1.909)  0.109
H (-2.928, 3.455, -0.397)  0.178
H (-0.171, 2.529, -0.648)  0.058
H (-1.002, 3.803, -1.576)  0.149
H (-2.020, 3.278, -3.717)  0.132
H (-2.207, 1.639, -5.574)  0.134
H (-1.566, -0.744, -5.152)  0.126
H (-0.801, -1.374, -2.867)  0.109
Cl (3.598, -0.164, 1.352)  0.211
Ge (1.966, 1.259, 1.085)  -0.103
Cl (1.548, 2.021, 3.076)  0.205
Cl (2.727, 2.946, -0.047)  0.236
N (1.090, -1.621, 3.434)  0.204
C (0.260, -2.159, 2.565)  -0.596
O (0.263, -1.882, 1.358)  -0.080
C (-0.770, -3.170, 3.058)  -0.379
I (-0.246, -4.362, 4.811)  1.438
H (1.790, -0.959, 3.116)  0.039
H (1.087, -1.872, 4.415)  0.084
H (-1.004, -3.875, 2.258)  0.083
H (-1.684, -2.632, 3.323)  0.095
C (3.077, -2.057, -3.441)  0.000
N (2.834, -2.721, -2.189)  -0.154
C (3.455, -3.985, -1.905)  -0.012
C (2.017, -2.170, -1.304)  -0.287
O (1.423, -1.098, -1.516)  -0.123
H (3.840, -2.579, -4.013)  0.108
H (3.389, -1.023, -3.271)  0.109
H (2.157, -2.012, -4.032)  0.107
H (4.014, -4.335, -2.770)  0.107
H (2.704, -4.735, -1.642)  0.105
H (4.141, -3.905, -1.056)  0.107
H (1.888, -2.721, -0.367)  0.140

Values from the calculation:
Maximum force (Eh/bohr): 0.0500
HOMO level (spin up / spin down) (eV): -17.11 / -17.07
ΔE to the lowest compared entry with this formula, charge and spin (kJ/mol): 392.0
2S+1: 2
LUMO (spin up / spin down) (eV): -11.70 / -13.99
Net charge: +3
Orbital gap (spin up / spin down) (eV): 5.41 / 3.07